Record 1
The following is a quantum chemistry calculation of a molecular structure, C47H54ClIIrN3O2SSi2, from the Open Molecules 2025 dataset.

```
112
Properties=species:S:1:pos:R:3:forces:R:3
Ir -0.7104 -0.4806 0.4015 -0.29 -0.15 0.20
Cl -6.7423 3.0978 -1.1404 -0.14 0.06 0.01
C -5.2195 2.2741 -1.2118 0.14 0.00 -0.07
C -4.5962 2.1044 -2.4145 -0.17 0.12 -0.01
C -3.3532 1.4655 -2.5096 0.30 -0.13 0.11
I -2.4676 1.2633 -4.3808 0.05 -0.01 0.04
C -2.6868 0.9808 -1.3893 -0.14 0.05 -0.09
O -1.5272 0.3969 -1.4101 0.04 0.02 0.08
C -3.3704 1.1487 -0.1348 -0.03 0.17 -0.35
N -2.7235 0.6433 0.9314 0.04 -0.06 0.13
C -3.2554 0.7728 2.1214 0.29 -0.30 0.20
C -4.4794 1.4080 2.3335 -0.32 0.18 0.06
C -5.1648 1.9225 1.2656 0.01 0.00 0.23
C -4.6185 1.8013 -0.0230 0.15 -0.13 -0.19
H -5.0653 2.4839 -3.3125 -0.02 -0.02 0.01
H -2.6947 0.3393 2.9424 -0.09 0.03 -0.06
H -4.8680 1.4843 3.3395 -0.01 0.01 0.00
H -6.1140 2.4245 1.3947 0.00 -0.02 0.02
C -0.1461 5.3677 2.4252 0.00 -0.02 -0.01
C -0.8258 4.6284 1.4676 0.01 0.01 0.00
C -0.6470 3.2519 1.3983 0.10 0.06 -0.02
C 0.2073 2.5888 2.2794 -0.06 0.00 0.02
C 0.8879 3.3525 3.2326 -0.05 0.03 0.06
C 0.7155 4.7272 3.3081 -0.02 -0.01 -0.02
Si 0.5101 0.7325 2.1863 0.18 -0.19 -0.44
C 0.2243 -0.0400 3.8935 0.26 -0.01 -0.04
C -0.8407 0.2285 4.7514 -0.17 0.19 0.12
C -0.9505 -0.3826 5.9939 0.03 -0.05 0.00
C 0.0168 -1.2861 6.4143 0.03 0.03 -0.09
C 1.1020 -1.5540 5.5879 -0.06 0.01 0.04
C 1.2033 -0.9328 4.3509 -0.07 -0.11 -0.02
H -0.2821 6.4408 2.4817 0.00 -0.01 0.00
H -1.4927 5.1223 0.7705 0.01 0.00 0.01
H -1.1618 2.6875 0.6301 -0.03 -0.01 -0.01
H 1.5622 2.8644 3.9299 -0.02 0.01 -0.01
H 1.2526 5.3007 4.0539 0.00 0.00 -0.01
H 1.9783 0.5127 2.0257 -0.17 0.17 0.00
H -1.5912 0.9679 4.4815 0.12 -0.05 -0.01
H -1.7883 -0.1437 6.6379 0.01 -0.01 0.00
H -0.0667 -1.7641 7.3823 0.00 0.00 -0.01
H 1.8760 -2.2415 5.9087 -0.02 0.01 0.01
H 2.0641 -1.1487 3.7248 -0.03 0.02 -0.01
C -2.5802 -2.8076 2.2351 0.05 -0.11 -0.18
Si -1.5858 -2.8603 0.6064 -0.03 0.38 0.17
C -0.1318 -4.0836 0.8771 -0.07 -0.03 0.09
C 0.6620 -4.3059 -0.4127 0.06 0.08 -0.01
C -0.6047 -5.4352 1.4278 0.07 0.01 0.07
C 0.7834 -3.4521 1.9320 0.07 0.14 0.07
C -2.7783 -3.2996 -0.8324 0.02 0.04 0.05
C -3.2121 -4.7680 -0.7803 -0.05 -0.01 -0.01
C -2.1444 -2.9936 -2.1935 -0.05 0.08 -0.02
C -4.0218 -2.4137 -0.6824 -0.04 0.06 0.04
H -3.1978 -3.7061 2.3465 0.03 0.02 0.02
H -3.2503 -1.9456 2.2645 0.03 -0.06 -0.03
H -1.9167 -2.7421 3.1022 -0.02 0.01 -0.05
H 0.1147 -4.9308 -1.1202 -0.03 0.00 -0.03
H 1.6051 -4.8270 -0.1899 -0.04 0.00 -0.01
H 0.8879 -3.3585 -0.9165 0.02 -0.07 0.04
H -1.1867 -5.9963 0.7008 -0.07 -0.05 -0.05
H -1.2098 -5.3164 2.3307 0.02 0.01 -0.03
H 0.2635 -6.0503 1.6988 -0.02 0.02 -0.02
H 1.0999 -2.4369 1.6573 0.03 -0.10 0.00
H 1.6871 -4.0633 2.0662 -0.05 0.02 0.01
H 0.2949 -3.3765 2.9077 0.01 0.00 -0.07
H -2.4022 -5.4334 -1.0805 0.04 -0.04 0.02
H -4.0452 -4.9354 -1.4745 0.04 0.01 0.01
H -3.5503 -5.0717 0.2151 -0.01 0.02 -0.03
H -1.3101 -3.6576 -2.4236 0.05 0.00 0.02
H -1.7806 -1.9633 -2.2249 0.00 -0.02 -0.05
H -2.8912 -3.1106 -2.9894 0.02 -0.03 0.03
H -4.5433 -2.5858 0.2637 0.03 0.01 -0.04
H -4.7268 -2.6314 -1.4937 0.02 0.02 0.02
H -3.7673 -1.3511 -0.7444 -0.03 -0.11 0.02
C 5.0288 -4.4656 0.9641 0.03 -0.05 -0.01
C 4.7899 -2.9996 1.0872 0.07 0.11 0.09
C 5.5391 -1.9940 1.6598 0.06 -0.10 -0.02
C 4.7851 -0.8129 1.4803 -0.16 -0.04 0.07
N 3.6512 -1.0720 0.8463 0.13 -0.08 -0.08
N 3.6799 -2.3975 0.6168 0.02 -0.01 -0.05
C 5.0835 0.5695 1.9576 0.06 0.08 -0.02
H 6.0034 -4.7158 1.3795 -0.02 0.01 0.00
H 5.0160 -4.7914 -0.0776 -0.02 0.02 0.00
H 4.2753 -5.0422 1.5050 0.00 0.03 -0.01
H 6.4995 -2.1018 2.1385 -0.03 0.02 -0.01
H 2.8970 -2.8339 0.1592 -0.04 0.00 -0.02
H 6.1586 0.7428 2.0153 -0.02 -0.01 -0.01
H 4.6639 0.7351 2.9519 0.00 -0.01 0.01
H 4.6422 1.3098 1.2900 -0.02 -0.02 0.01
O 0.8968 -0.9355 -1.2650 -0.06 -0.34 0.11
S 2.2503 -0.6656 -1.8758 0.05 0.08 -0.12
C 1.9901 -1.0350 -3.6174 0.01 0.23 0.26
C 0.6988 -0.9964 -4.1062 -0.10 -0.10 -0.08
C 0.4793 -1.3224 -5.4351 -0.06 0.00 -0.05
C 1.5455 -1.6787 -6.2522 -0.01 0.00 -0.01
C 2.8368 -1.7200 -5.7425 -0.01 0.01 0.02
C 3.0639 -1.4035 -4.4107 0.10 0.02 0.04
C 2.3853 1.1107 -1.9072 0.11 -0.02 -0.03
C 1.2641 1.8928 -2.1571 -0.01 -0.05 0.03
C 1.4042 3.2726 -2.1298 -0.03 -0.13 0.00
C 2.6411 3.8442 -1.8558 0.05 0.02 0.01
C 3.7463 3.0463 -1.5944 0.00 0.04 0.02
C 3.6205 1.6645 -1.6067 -0.05 -0.03 -0.06
H -0.1137 -0.7436 -3.4383 -0.09 0.04 -0.01
H -0.5304 -1.3064 -5.8286 0.04 0.01 0.01
H 1.3676 -1.9381 -7.2885 0.01 0.01 0.02
H 3.6654 -2.0100 -6.3755 -0.01 0.00 0.00
H 4.0639 -1.4501 -3.9931 -0.02 0.01 -0.01
H 0.2995 1.4223 -2.3320 0.11 0.09 -0.01
H 0.5444 3.9011 -2.3191 -0.02 0.01 0.01
H 2.7417 4.9221 -1.8339 -0.01 -0.02 0.00
H 4.7024 3.4984 -1.3643 -0.01 0.01 0.00
H 4.4596 1.0197 -1.3713 -0.01 0.02 -0.01
```
Forces are in eV/Å.

Energy relative to the best compared isomer or geometry (same formula, charge and spin) (kcal per mole): 0.00
Strongest force on any atom (eV/Å): 0.5
Expectation value of S²: 6.01
LUMO level (alpha / beta) (eV): -0.064 / -1.066
Molecular weight (u): 1135.781
Multiplicity: 5

Record 2
The following is a quantum chemistry calculation of a molecular structure, C47H55BF4N3P3Si2Zn, from the Open Molecules 2025 dataset.

```
116
Properties=species:S:1:pos:R:3:forces:R:3
Zn -0.1638 -1.0014 0.2145 -0.03 0.19 0.34
C 3.5601 -1.5016 0.1777 -0.05 -0.11 -0.11
Si 2.1223 -0.2569 0.2084 0.10 0.09 -0.04
C 2.4517 0.5554 1.9042 -0.09 -0.09 0.06
C 3.6373 1.2750 2.1070 -0.01 0.03 -0.03
C 4.0218 1.7036 3.3656 -0.03 0.02 0.02
C 3.2375 1.3925 4.4748 -0.01 -0.01 -0.02
C 2.0564 0.6949 4.2991 0.00 0.00 -0.08
C 1.6465 0.2986 3.0195 -0.05 0.14 0.17
P 0.0119 -0.5073 2.8101 0.37 0.03 0.05
C 0.0943 -1.8187 4.0766 -0.13 -0.12 -0.10
C -0.6879 -1.8776 5.2243 0.07 0.06 0.06
C -0.5759 -2.9609 6.0889 -0.01 0.00 0.00
C 0.3061 -3.9929 5.8074 0.01 0.03 -0.02
C 1.0783 -3.9487 4.6516 -0.02 0.00 0.03
C 0.9684 -2.8711 3.7897 -0.05 0.01 -0.03
C -1.1633 0.7420 3.4309 -0.18 -0.06 -0.16
C -2.5068 0.3639 3.5253 0.04 0.03 0.03
C -3.4866 1.2918 3.8424 0.04 -0.02 -0.02
C -3.1419 2.6238 4.0382 0.01 0.01 0.01
C -1.8163 3.0152 3.9202 0.02 -0.01 -0.02
C -0.8313 2.0817 3.6174 0.00 0.02 0.03
C 2.5830 1.1014 -1.0666 -0.06 -0.03 -0.07
C 3.7520 1.0162 -1.8372 -0.05 0.01 0.03
C 4.0659 1.9643 -2.8026 -0.06 0.02 0.04
C 3.2117 3.0390 -3.0206 -0.01 -0.02 -0.01
C 2.0574 3.1566 -2.2606 0.06 -0.04 0.10
C 1.7337 2.1996 -1.2960 -0.04 0.07 -0.07
P 0.2217 2.3674 -0.2459 0.12 0.13 0.00
C -1.1400 2.5642 -1.4575 -0.04 -0.07 0.05
C -1.0506 2.2542 -2.8113 -0.02 0.14 -0.01
C -2.1754 2.3127 -3.6283 0.03 -0.03 0.06
C -3.4048 2.6793 -3.1023 0.01 -0.02 0.00
C -3.5097 2.9772 -1.7489 0.04 0.01 0.05
C -2.3907 2.9064 -0.9344 0.02 -0.04 -0.03
C 0.4349 4.0960 0.3753 0.03 -0.07 0.00
C 1.2369 4.2486 1.5100 -0.05 0.02 -0.05
C 1.4570 5.5000 2.0665 -0.01 -0.03 0.00
C 0.8714 6.6251 1.4995 0.00 -0.03 -0.01
C 0.0734 6.4867 0.3736 -0.02 -0.04 -0.02
C -0.1465 5.2317 -0.1841 0.05 0.01 0.00
H 4.4508 -1.0857 0.6567 -0.01 -0.01 -0.06
H 3.2625 -2.3998 0.7283 0.06 0.07 -0.02
H 3.8337 -1.8344 -0.8288 0.00 -0.02 0.09
H 4.2702 1.5049 1.2530 -0.02 -0.02 0.05
H 4.9369 2.2715 3.4903 -0.01 -0.04 0.00
H 3.5498 1.6915 5.4683 -0.02 0.01 -0.03
H 1.4386 0.4503 5.1572 0.01 0.03 -0.01
H -1.3792 -1.0763 5.4549 0.01 -0.01 0.00
H -1.1859 -2.9978 6.9836 0.02 0.01 -0.02
H 0.3863 -4.8358 6.4825 0.00 0.00 -0.02
H 1.7493 -4.7637 4.4109 -0.01 0.03 -0.01
H 1.5499 -2.8536 2.8726 -0.03 -0.03 0.03
H -2.7836 -0.6677 3.3368 -0.03 0.02 0.00
H -4.5214 0.9790 3.9160 0.03 0.00 0.00
H -3.9068 3.3545 4.2733 0.03 -0.02 -0.01
H -1.5410 4.0546 4.0557 0.00 -0.03 -0.01
H 0.1960 2.4088 3.5178 -0.05 -0.03 0.01
H 4.4424 0.1947 -1.6670 -0.02 0.04 0.00
H 4.9846 1.8780 -3.3709 0.00 -0.01 -0.01
H 3.4505 3.7869 -3.7678 0.00 -0.02 0.04
H 1.4050 4.0103 -2.4078 -0.01 -0.01 0.00
H -0.0974 1.9676 -3.2359 0.01 0.05 0.01
H -2.0889 2.0715 -4.6814 0.01 0.02 -0.01
H -4.2779 2.7255 -3.7416 0.01 0.00 0.02
H -4.4663 3.2549 -1.3231 0.02 -0.03 -0.01
H -2.4860 3.1026 0.1295 -0.02 0.03 -0.02
H 1.6961 3.3739 1.9550 0.04 -0.05 0.04
H 2.0769 5.5932 2.9512 -0.01 0.00 -0.05
H 1.0345 7.6039 1.9336 0.00 -0.02 0.00
H -0.3835 7.3594 -0.0775 0.00 -0.02 0.01
H -0.7761 5.1454 -1.0610 -0.01 -0.02 0.00
C 2.1165 -2.2608 -5.2326 -0.13 0.06 0.00
N 2.0165 -2.9114 -3.8631 -0.05 0.00 0.08
C 0.9153 -3.9832 -3.9142 -0.18 0.10 0.02
N -0.3138 -3.4088 -4.3401 -0.06 -0.07 0.02
C -0.1642 -2.7718 -5.6388 0.09 0.08 0.11
N 0.8590 -1.7210 -5.6373 0.00 0.03 -0.02
C 0.4431 -0.5706 -4.8123 0.03 -0.15 0.11
P 0.1295 -0.9853 -3.0159 0.05 -0.08 -0.21
C 1.7419 -1.8776 -2.8057 -0.15 0.01 0.09
C -0.8927 -2.5149 -3.3229 0.18 0.12 -0.08
H 2.4409 -3.0345 -5.9278 -0.01 -0.06 -0.02
H 2.8714 -1.4792 -5.1682 0.04 0.03 0.03
H 2.8890 -3.3826 -3.6254 0.04 0.00 0.01
H 0.8350 -4.4104 -2.9191 0.02 -0.03 0.11
H 1.2622 -4.7338 -4.6250 0.03 0.01 -0.05
H -1.1138 -2.3301 -5.9364 -0.01 -0.01 0.00
H 0.1172 -3.5303 -6.3720 0.02 -0.01 -0.01
H -0.4587 -0.1366 -5.2469 -0.01 -0.01 -0.03
H 1.2219 0.1961 -4.8475 0.00 0.02 -0.04
H 1.7614 -2.3806 -1.8407 0.01 -0.07 -0.01
H 2.5474 -1.1434 -2.8336 0.08 -0.02 -0.03
H -1.8930 -2.2095 -3.6335 0.00 -0.05 -0.01
H -0.9945 -3.0628 -2.3842 -0.01 -0.02 0.02
C -3.2181 -3.0114 1.3930 0.06 -0.03 0.05
Si -3.5372 -1.6563 0.1342 0.17 -0.07 -0.04
C -3.9745 -2.4939 -1.4949 0.00 -0.07 -0.08
C -5.0202 -0.6328 0.6727 -0.16 0.01 0.07
C -2.0813 -0.5425 -0.1194 0.04 0.06 -0.19
H -3.9846 -3.7915 1.3526 0.03 0.05 0.01
H -3.1930 -2.6293 2.4183 0.02 -0.04 -0.03
H -2.2474 -3.4772 1.1889 -0.09 0.00 0.04
H -4.9583 -2.9726 -1.4523 0.08 0.03 0.00
H -3.2405 -3.2682 -1.7444 -0.10 0.06 0.01
H -3.9937 -1.7575 -2.3069 -0.02 -0.07 0.04
H -5.8545 -1.2557 1.0145 0.05 0.06 -0.05
H -5.3763 -0.0126 -0.1572 0.02 -0.02 0.07
H -4.7415 0.0401 1.4911 -0.03 -0.05 -0.06
H -2.2008 0.3231 0.5517 0.02 -0.06 -0.04
H -2.1563 -0.1283 -1.1353 -0.03 0.02 0.06
F 0.2422 -3.2400 0.2873 0.12 -0.06 -0.10
B 0.7916 -4.5082 -0.1328 -0.21 -0.22 -0.16
F 1.0761 -5.2752 0.9741 0.03 0.16 -0.18
F 1.9752 -4.2475 -0.8992 -0.31 -0.01 0.13
F -0.1648 -5.1158 -0.9799 0.37 0.26 0.12
```
Forces are in eV/Å.

Energy relative to the best compared isomer or geometry (same formula, charge and spin) (kcal per mole): 0.00
Strongest force on any atom (eV/Å): 0.5
LUMO level (eV): -0.170
Molecular weight (u): 963.266